[1]
The following is a DFT calculation (ωB97M-V/def2-TZVPD) of a single C4H6O2 molecule.

Each atom is followed by the atoms it is bonded to, with distances in Å.
CARTESIAN COORDINATES (ANGSTROEM)
1 O -2.50 -0.60 0.22  C4 1.228
2 O -1.42 -1.04 2.12  C4 1.418, H12 0.937
3 C -0.37 0.38 -0.13  C4 1.664, C5 1.295, C6 1.509
4 C -1.42 -0.50 0.81  O1 1.228, O2 1.418, C3 1.664
5 C -0.79 0.96 -1.21  C3 1.295, H9 1.098, H11 1.105
6 C 1.07 0.24 0.31  C3 1.509, H7 1.099, H8 1.076, H10 1.148
7 H 1.03 0.15 1.40  C6 1.099
8 H 1.45 -0.75 0.12  C6 1.076
9 H -1.87 0.94 -1.39  C5 1.098
10 H 1.77 0.94 -0.27  C6 1.148
11 H -0.10 1.55 -1.85  C5 1.105
12 H -2.20 -1.51 2.33  O2 0.937

Summary:
Charge   0
Largest force on an atom   5.16 eV Å⁻¹
Energy relative to the best compared isomer or geometry (same formula, charge and spin)   45.9 kcal per mole
SMILES   C=C(C)C(=O)O
Multiplicity   1
Frontier orbital gap   10.79 eV



[2]
The following is a DFT calculation (ωB97M-V/def2-TZVPD) of a 2-piece molecular cluster, C6H7F3N5 overall.

Each atom is followed by the atoms it is bonded to, with distances in Å.
CARTESIAN COORDINATES (ANGSTROEM)
1 F 4.13 -0.42 0.85  C10 1.315
2 F 3.09 0.96 -0.57  C10 1.378
3 F 4.28 -0.62 -1.35  C10 1.342
4 N -1.47 -0.42 1.29  N7 1.301, C12 1.320, H16 1.002
5 N 1.27 -1.67 -0.26  C11 1.138
6 N -2.49 -2.19 0.12  C12 1.374, H15 1.019, H20 0.996
7 N -0.86 0.72 1.46  N4 1.301, C14 1.329
8 N -0.06 2.70 0.43  C14 1.342, H18 1.038, H19 1.006
9 C -0.90 0.90 -0.92  C13 1.357, C14 1.461, H21 1.022
10 C 3.49 -0.33 -0.30  F1 1.315, F2 1.378, F3 1.342, C11 1.477
11 C 2.28 -1.16 -0.20  N5 1.138, C10 1.477
12 C -1.74 -1.04 0.16  N4 1.320, N6 1.374, C13 1.452
13 C -1.23 -0.41 -1.04  C9 1.357, C12 1.452, H17 1.017
14 C -0.61 1.47 0.39  N7 1.329, N8 1.342, C9 1.461
15 H -2.96 -2.45 -0.75  N6 1.019
16 H -1.70 -0.64 2.24  N4 1.002
17 H -1.36 -0.88 -1.94  C13 1.017
18 H -0.15 3.27 1.29  N8 1.038
19 H 0.74 3.02 -0.08  N8 1.006
20 H -3.08 -2.30 0.91  N6 0.996
21 H -0.68 1.48 -1.73  C9 1.022

Summary:
Charge   +1
Largest force on an atom   4.44 eV Å⁻¹
Energy relative to the best compared isomer or geometry (same formula, charge and spin)   0.0 kcal per mole
Multiplicity   1
Frontier orbital gap   9.00 eV